Record 1
The following is a DFT calculation (ωB97M-V with the def2-TZVPD basis set) of a single C6H9N molecule.

Last column: Mulliken charge in e.
Atoms and positions in Å:
C  -0.345  1.490  -0.540  -1.472
C  -0.400  0.161  0.194  0.056
C  0.395  -0.971  -0.504  -0.641
C  1.836  -0.719  -0.340  -0.451
C  2.996  -0.461  -0.138  0.122
C  -2.258  -0.901  1.485  -0.331
N  -1.806  -0.188  0.481  -0.116
H  0.687  1.843  -0.605  0.390
H  -0.934  2.221  0.023  0.396
H  -0.752  1.423  -1.558  0.376
H  0.153  -1.062  -1.572  0.281
H  0.148  -1.932  -0.036  0.311
H  4.027  -0.238  0.036  0.399
H  -1.334  -1.159  2.055  0.154
H  0.083  0.278  1.170  0.297
H  -2.497  0.214  -0.150  0.230

* HOMO level: -0.309 hartree
* frontier orbital gap: 9.3099 eV

Record 2
The following is a DFT calculation (ωB97M-V with the def2-TZVPD basis set) of a single C6H9N molecule.

Last column: Mulliken charge in e.
Atoms and positions in Å:
C  -1.458  0.982  -0.792  -1.531
C  -0.229  0.239  -0.340  1.341
C  0.223  -1.038  -0.787  -0.730
C  -0.796  -1.013  0.804  -1.239
C  1.630  -1.016  -0.362  -0.431
C  1.953  0.198  0.154  -0.435
N  0.839  1.006  0.146  -0.176
H  -2.166  0.278  -1.233  0.352
H  -1.177  1.710  -1.559  0.402
H  -1.946  1.517  0.033  0.352
H  -1.869  -1.058  0.626  0.321
H  -0.568  -0.432  1.706  0.393
H  -0.430  -2.023  0.963  0.333
H  2.333  -1.829  -0.503  0.396
H  2.897  0.584  0.525  0.420
H  0.763  1.893  0.620  0.230

* HOMO level: -0.285 hartree
* frontier orbital gap: 8.6568 eV

Record 3
The following is a DFT calculation (ωB97M-V with the def2-TZVPD basis set) of a gas-phase ion, C6H9N (charge +1).

Last column: Löwdin spin population.
Atoms and positions in Å:
C  -0.836  -2.051  -1.299  0.008
C  -0.041  -0.980  -0.622  0.092
C  1.015  -0.209  -1.143  0.416
N  1.161  0.936  -0.351  0.043
C  0.346  0.805  0.736  0.236
C  -0.444  -0.355  0.594  0.102
C  0.097  1.815  1.761  0.047
H  -1.670  -2.222  -0.585  0.000
H  -1.343  -1.682  -2.251  0.005
H  -0.262  -2.919  -1.617  0.002
H  1.284  -0.055  -2.168  0.016
H  1.953  1.558  -0.330  -0.001
H  -1.196  -0.768  1.251  0.002
H  0.104  1.226  2.678  0.013
H  0.742  2.680  1.735  0.000
H  -0.908  2.221  1.611  0.019

* HOMO level (spin up / spin down): -0.531 / -0.536 hartree
* ⟨S²⟩: 0.763
* total charge: +1
* frontier orbital gap (spin up / spin down): 10.8237 / 7.3976 eV
* multiplicity: 2

Record 4
The following is a DFT calculation (ωB97M-V with the def2-TZVPD basis set) of a gas-phase ion, C6H9N2 (charge +1).

Last column: Mulliken charge in e.
Atoms and positions in Å:
C  2.668  0.092  0.425  -0.531
C  1.398  -0.078  0.531  0.514
C  0.029  -1.080  -1.015  -0.357
C  0.073  1.156  -0.849  -0.393
C  -0.629  -1.247  0.395  -0.543
C  -0.572  1.088  0.579  -0.475
N  0.999  0.048  -0.832  -0.213
N  0.101  -0.154  1.188  -0.050
H  0.298  -2.096  -1.230  0.265
H  -0.593  -0.830  -1.880  0.406
H  -0.790  1.142  -1.498  0.297
H  0.574  2.196  -0.926  0.311
H  -1.634  -1.196  0.227  0.354
H  -0.316  -2.102  0.945  0.417
H  -0.089  1.959  1.231  0.316
H  -1.700  1.202  0.497  0.333
H  0.182  -0.101  2.211  0.348

* HOMO level: -0.555 hartree
* total charge: +1
* frontier orbital gap: 10.1579 eV

Record 5
The following is a DFT calculation (ωB97M-V with the def2-TZVPD basis set) of 2 unconnected molecules or ions with the total composition C6H9N2O2.

Last column: Löwdin spin population.
Atoms and positions in Å:
C  -0.567  -0.947  2.401  0.000
C  -1.446  -0.366  1.367  0.000
C  -1.944  1.007  -0.240  0.000
C  -2.597  -0.821  0.797  0.000
N  -1.095  0.816  0.714  0.000
N  -2.959  0.081  -0.195  0.000
H  -1.892  1.918  -0.810  0.000
H  -0.528  -2.023  2.251  0.000
H  -0.849  -0.667  3.419  0.000
H  -3.592  -0.274  -0.885  0.000
H  -3.218  -1.665  1.021  0.000
H  0.450  -0.568  2.293  0.000
C  2.484  1.202  -0.404  0.160
C  2.509  -0.091  -1.323  0.103
O  2.235  -1.122  -0.753  0.088
O  2.824  0.227  -2.492  0.630
H  2.148  0.873  0.567  0.014
H  1.710  1.810  -0.877  0.001
H  3.373  1.812  -0.406  0.002

* HOMO level (spin up / spin down): -0.320 / -0.320 hartree
* ⟨S²⟩: 0.756
* frontier orbital gap (spin up / spin down): 9.5578 / 5.5713 eV
* multiplicity: 2

Record 6
The following is a DFT calculation (ωB97M-V with the def2-TZVPD basis set) of a gas-phase ion, C6H9N2S (charge +1).

Last column: Mulliken charge in e.
Atoms and positions in Å:
C  0.515  -0.733  0.660  -0.456
C  1.779  -0.643  0.201  -0.032
C  -0.498  0.560  -1.280  -0.493
C  -3.040  1.048  -0.003  -0.387
C  -0.624  -0.187  -0.016  0.768
C  3.008  -1.146  0.976  -1.035
N  -2.195  2.071  -0.541  -0.113
N  -1.108  1.945  -1.027  -0.092
S  -2.208  -0.530  0.610  0.003
H  0.391  -1.469  1.442  0.251
H  2.003  -0.135  -0.706  0.286
H  0.511  0.720  -1.540  0.327
H  -0.949  0.233  -2.271  0.299
H  -3.629  1.279  0.766  0.429
H  -3.808  0.991  -0.848  0.344
H  3.590  -0.461  1.609  0.324
H  2.564  -1.933  1.802  0.270
H  3.699  -1.611  0.166  0.306

* HOMO level (spin up / spin down): -0.488 / -0.488 hartree
* total charge: +1
* frontier orbital gap (spin up / spin down): 7.1351 / 7.1371 eV

Relative energy (zero: lowest compared OMol25 entry of this formula, charge and spin) / kJ/mol: 402.4, 363.7, 64.7, 787.5, 92.7, 365.5
F_max / Eh/bohr: 0.0120, 0.0096, 0.0584, 0.0860, 0.0335, 0.1037